Formula: C48H37LaN3O4P2
Source: the Open Molecules 2025 dataset
Level of theory: wB97M-V/def2-TZVPD

Last column: Löwdin charge in e.
Element x y z (Å)
La: 10.21 -7.43 17.33  1.974
O: 11.91 -9.36 24.10  0.001
C: 12.39 -8.33 23.60  -0.730
O: 13.14 -7.47 24.05  0.016
C: 11.93 -8.08 22.23  -0.054
C: 12.38 -6.97 21.47  0.097
C: 12.00 -6.90 20.13  -0.208
N: 11.08 -7.75 19.58  -0.078
C: 10.68 -8.85 20.30  -0.198
C: 11.10 -9.04 21.63  0.089
C: 9.82 -9.85 19.67  -0.184
C: 9.44 -11.01 20.38  0.019
C: 8.55 -11.94 19.81  0.013
C: 8.04 -11.64 18.50  -0.010
C: 8.50 -10.50 17.85  -0.134
N: 9.38 -9.64 18.37  -0.045
C: 12.60 -5.88 19.24  -0.180
C: 13.26 -4.74 19.81  0.013
C: 13.96 -3.88 18.96  -0.017
C: 13.91 -4.14 17.58  -0.044
C: 13.16 -5.19 17.08  -0.152
N: 12.46 -6.05 17.86  -0.037
H: 13.09 -6.25 21.87  0.122
H: 10.68 -9.90 22.19  0.123
H: 9.96 -11.21 21.32  0.115
H: 8.25 -12.81 20.41  0.124
H: 7.34 -12.34 17.99  0.122
H: 8.21 -10.30 16.82  0.097
H: 13.18 -4.62 20.89  0.121
H: 14.50 -3.03 19.39  0.131
H: 14.45 -3.50 16.88  0.120
H: 13.11 -5.39 16.00  0.108
O: 6.71 -7.92 14.68  0.083
C: 7.88 -8.20 14.94  -0.624
O: 8.47 -7.80 16.12  -0.524
C: 8.81 -9.05 14.10  -0.249
P: 10.40 -8.12 14.06  1.000
C: 10.09 -7.06 12.65  -0.358
C: 11.23 -6.52 11.99  -0.097
C: 11.07 -5.82 10.81  -0.077
C: 9.81 -5.71 10.18  -0.068
C: 8.68 -6.23 10.82  -0.062
C: 8.82 -6.82 12.09  -0.068
C: 11.62 -9.31 13.53  -0.387
C: 11.32 -10.51 12.86  -0.087
C: 12.35 -11.22 12.29  -0.071
C: 13.70 -10.81 12.37  -0.041
C: 13.99 -9.61 13.03  -0.071
C: 12.96 -8.87 13.61  -0.130
H: 8.41 -9.25 13.10  0.108
H: 8.90 -10.00 14.59  0.086
H: 12.24 -6.66 12.41  0.098
H: 11.96 -5.36 10.36  0.114
H: 9.70 -5.20 9.23  0.105
H: 7.70 -6.13 10.34  0.115
H: 7.89 -7.12 12.61  0.100
H: 10.29 -10.90 12.76  0.114
H: 12.09 -12.15 11.75  0.119
H: 14.51 -11.39 11.95  0.109
H: 14.97 -9.21 13.10  0.101
H: 13.19 -7.95 14.14  0.090
C: 4.89 -3.32 16.62  -0.071
C: 5.35 -4.63 16.65  -0.076
C: 6.66 -4.96 16.35  -0.076
C: 7.59 -3.90 16.17  -0.379
C: 7.13 -2.60 16.03  -0.098
C: 5.78 -2.32 16.24  -0.074
P: 9.37 -4.24 16.13  1.020
C: 9.95 -3.08 17.35  -0.397
C: 9.73 -3.42 18.70  -0.118
C: 10.20 -2.63 19.74  -0.072
C: 10.96 -1.47 19.45  -0.070
C: 11.11 -1.10 18.11  -0.081
C: 10.55 -1.84 17.08  -0.085
C: 9.92 -3.59 14.57  -0.391
C: 8.98 -3.28 13.57  -0.083
C: 9.39 -2.62 12.42  -0.071
C: 10.72 -2.22 12.23  -0.068
C: 11.67 -2.58 13.19  -0.069
C: 11.26 -3.26 14.35  -0.119
H: 3.86 -3.03 16.92  0.123
H: 4.70 -5.47 16.95  0.118
H: 7.00 -6.00 16.29  0.064
H: 7.85 -1.81 15.73  0.121
H: 5.46 -1.27 16.19  0.119
H: 9.21 -4.35 18.91  0.091
H: 10.07 -2.93 20.78  0.113
H: 11.42 -0.86 20.25  0.118
H: 11.65 -0.17 17.87  0.117
H: 10.58 -1.43 16.06  0.112
H: 7.92 -3.49 13.67  0.108
H: 8.64 -2.37 11.66  0.115
H: 11.00 -1.62 11.36  0.109
H: 12.73 -2.33 13.09  0.108
H: 12.02 -3.38 15.13  0.084

Its net charge is +1. The calculation puts the energy relative to the best compared isomer or geometry (same formula, charge and spin) at 1.658 eV. The value obtained for the HOMO energy is -0.3651 hartree. For the orbital gap, the calculation gives 5.899 eV. The value obtained for the total energy is -3030.74422 a.u. The LUMO energy is -4.04 eV. As for the multiplicity: 1.